Record 1
# C22H17AuCl5IN2O2S2

A molecular structure, C22H17AuCl5IN2O2S2 (wB97M-V/def2-TZVPD, the OMol25 dataset).

gap between HOMO and LUMO	0.2848	Ha
relative energy (zero: lowest compared OMol25 entry of this formula, charge and spin)	0.631	eV
charge	0
HOMO level	-8.81	eV

Each line ends with the Mulliken charge.
Element x y z (Å)
Au: -0.43535 0.61938 0.74032  0.671
I: -3.29655 0.24599 -0.87832  0.133
Cl: 0.95563 -0.30256 7.02786  -0.178
Cl: 2.56877 0.31297 1.93299  -0.144
Cl: -2.67549 0.67507 3.18545  -0.065
Cl: -1.99182 0.13611 6.15316  -0.189
Cl: 3.23135 -0.23819 4.91094  -0.177
S: 0.10957 -1.33505 -0.66055  -0.566
S: 2.84984 1.18789 -2.40833  1.103
O: 4.06556 1.43331 -1.69136  -0.662
O: 2.32352 2.21066 -3.26454  -0.659
N: 1.67107 0.70078 -1.35247  -0.365
N: -2.49479 -1.94859 0.88384  -0.004
C: -0.73431 0.19010 4.98262  0.005
C: -2.85470 -4.29109 0.59123  -0.632
C: -1.21771 3.31073 0.20299  0.802
C: 0.58470 -0.01774 5.37511  0.320
C: 1.60279 0.00820 4.42707  0.088
C: 1.32504 -0.52680 -1.55650  1.157
C: 2.70698 -2.91487 -4.19775  -0.649
C: -0.42506 3.10040 -1.08545  -1.167
C: -3.13746 -1.74908 -0.24228  0.177
C: 3.74350 -0.73057 -4.32136  -0.621
C: 1.29936 0.24111 3.08397  0.852
C: -3.53181 -4.05177 -0.59689  -0.400
C: -0.01980 0.43946 2.68354  -1.208
C: 1.90656 -2.51619 -3.13558  -0.638
C: -3.68352 -2.74838 -1.03605  -0.592
C: -1.25547 4.79934 0.56900  -1.740
C: 2.94143 -0.35652 -3.26539  0.139
C: -2.35397 -3.20991 1.29394  -0.189
C: 2.03801 -1.21811 -2.67398  -0.177
C: -1.02950 0.43325 3.64162  0.856
C: 3.61201 -2.03507 -4.78451  -0.489
C: -0.64335 2.55700 1.39521  -1.288
H: -1.82228 4.97662 1.48333  0.418
H: -1.81255 -3.34919 2.22183  0.390
H: 4.44313 -0.04029 -4.77150  0.441
H: -4.19380 -2.51162 -1.95782  0.395
H: 0.63260 3.32559 -0.94345  0.262
H: -0.80797 3.74790 -1.87520  0.488
H: -1.27949 2.61802 2.27237  0.633
H: -0.24309 5.18113 0.71286  0.388
H: 4.22038 -2.37107 -5.61329  0.396
H: -2.71497 -5.29505 0.96534  0.415
H: 1.19827 -3.19269 -2.67594  0.420
H: 2.63120 -3.92554 -4.57529  0.390
H: 0.36847 2.87063 1.65585  0.545
H: -3.93006 -4.87087 -1.18062  0.394
H: -1.71828 5.37309 -0.23595  0.429
H: -2.24947 2.97753 0.05367  -0.071
H: -0.47714 2.07451 -1.46572  0.164

Record 2
# C21H36Cl3INO3S4

A molecular structure, C21H36Cl3INO3S4 in a non-equilibrium geometry (wB97M-V/def2-TZVPD, the OMol25 dataset).

gap between HOMO and LUMO	0.2341	Ha
charge	+1
HOMO level	-10.84	eV

Each line ends with the Mulliken charge.
Element x y z (Å)
I: 2.40672 2.89039 2.07299  0.279
Cl: 1.64899 -1.19017 1.52752  -0.062
Cl: -2.16015 2.60076 -1.15798  -0.089
Cl: -1.50662 3.52620 -4.01862  -0.146
S: -0.24326 -3.21748 -3.13009  -0.202
S: -5.13838 -0.00925 0.10033  0.601
S: 6.52585 0.26836 -0.89083  -0.157
S: -0.67919 -1.64496 6.05624  0.428
O: -1.09466 -2.54427 0.74306  -0.543
O: -4.38196 -1.29120 0.13020  -0.621
O: -1.00012 -0.51786 5.13582  -0.552
N: 0.28572 1.59295 -0.97255  0.909
C: -1.50263 -1.39868 0.71065  -0.359
C: 0.84880 -0.62360 -2.87710  -0.535
C: -1.23845 -0.46649 -0.46931  -0.278
C: -0.41693 -3.09055 5.02475  -0.738
C: 0.99802 -0.82519 -1.36698  -1.200
C: -5.59963 0.29305 -1.61087  -0.985
C: -6.80126 -0.34500 0.68509  -1.046
C: -1.01135 1.52457 1.86640  -1.025
C: 3.49884 0.92669 0.11297  -1.108
C: 0.99616 2.54672 -3.78698  -1.032
C: 0.17025 0.17668 -0.49432  0.639
C: -0.32460 2.70999 -3.09345  0.417
C: 0.14014 0.82544 2.02005  -1.852
C: 0.91835 -1.93823 -3.66809  -1.313
C: -0.61019 2.28405 -1.85047  -0.182
C: 2.07204 1.38396 0.49827  -0.929
C: 4.99493 0.39374 -1.83432  -1.138
C: 3.99220 1.42309 -1.25767  0.376
C: 1.30059 2.20327 -0.46716  -0.680
C: 1.03616 -1.45384 6.55487  -0.866
C: 0.97117 0.28637 0.82426  2.190
H: 1.66321 -1.33078 5.67105  0.212
H: 0.46412 0.60423 3.02959  0.864
H: 1.34729 -2.33021 7.12285  0.378
H: -1.01517 2.42357 1.26210  0.273
H: -6.74135 -0.60370 1.73986  0.353
H: 2.06123 -0.76107 -1.14711  0.492
H: -2.05617 0.24304 -0.52373  -0.286
H: 0.65784 -1.80497 -1.05131  0.813
H: -4.69010 0.48503 -2.17747  0.251
H: -0.05954 -3.91786 5.63775  0.401
H: -1.36807 -3.36109 4.57137  0.317
H: -7.22361 -1.17866 0.12475  0.325
H: 5.18335 0.64638 -2.87237  0.497
H: -2.06519 -0.99836 1.56655  0.409
H: 1.10749 -0.56860 7.18307  0.333
H: 0.43914 -3.74425 -2.10294  0.167
H: -0.08412 -0.12595 -3.13603  0.537
H: 3.18405 1.47294 -1.98864  -0.382
H: 4.55190 2.35106 -1.17920  0.546
H: 0.30687 -2.85710 4.24315  0.098
H: -1.31491 -1.08911 -1.35839  0.459
H: 6.12786 -0.54134 0.10142  0.139
H: 1.07196 3.34657 -4.51782  0.533
H: 0.68619 -1.73576 -4.70947  0.530
H: -6.25187 1.16494 -1.66123  0.392
H: -6.10515 -0.58414 -2.01398  0.358
H: -1.90237 1.18020 2.37516  0.361
H: 1.52519 3.22469 -0.73421  0.619
H: 1.81748 2.69481 -3.09637  0.208
H: 1.71478 -0.03971 -3.18083  0.022
H: 4.19158 1.31277 0.84572  0.474
H: -7.41425 0.54751 0.56181  0.387
H: 3.60921 -0.15373 0.14635  0.771
H: 1.06357 1.62115 -4.34453  0.267
H: 1.93527 -2.32205 -3.67364  0.386
H: 4.48677 -0.56995 -1.82996  0.294

Record 3
# C17H44FN2O4PSi

3 unconnected molecules or ions with the total composition C17H44FN2O4PSi in a non-equilibrium geometry (wB97M-V/def2-TZVPD, the OMol25 dataset).

SMILES	COCCCC[Si@@H](F)P(=O)(O)O.CCN(CC)CC.CCN(CC)CC
gap between HOMO and LUMO	0.2950	Ha
charge	0
HOMO level	-7.87	eV

Each line ends with the Mulliken charge.
Element x y z (Å)
P: 0.78347 -1.75976 -2.63099  0.857
Si: -0.23080 -3.49976 -1.67964  0.471
F: -1.07172 -3.08272 -0.28337  -0.265
O: 2.03467 -1.33549 -1.90076  -0.602
O: 1.19028 -2.07871 -4.24660  -0.531
O: -0.37536 -0.51508 -2.70652  -0.514
O: -1.19052 -5.53065 -4.56400  -0.344
N: -3.04903 1.74820 1.77259  0.168
N: 2.44516 4.13958 1.72119  0.183
C: -5.49443 1.86628 2.23020  -1.434
C: 3.18034 3.02038 1.15272  -0.371
C: -2.78449 -0.23461 3.36609  -0.973
C: 3.20814 3.81108 4.14016  -1.073
C: 1.26202 -5.60341 -3.94402  -0.599
C: -1.74508 0.16137 0.24926  -0.680
C: -2.70743 1.27190 3.10463  -0.507
C: 0.76822 -6.05544 -2.52036  -0.670
C: 2.96848 5.43860 1.31875  -0.704
C: -2.03239 -4.50687 -5.09084  -0.592
C: 4.38098 5.81020 1.77415  -0.984
C: 1.00251 -4.91550 -1.42734  -0.857
C: 0.14785 -5.41750 -5.03972  -0.336
C: 2.47427 1.68188 1.31734  -1.267
C: -2.01255 1.57719 0.76117  -0.880
C: -4.38039 1.41307 1.29589  -0.292
C: 2.08115 4.01867 3.12501  -0.383
H: -1.58934 -3.51510 -4.79220  0.170
H: 0.34311 -6.10644 -5.90595  0.320
H: 2.02673 -6.31482 -4.35122  0.452
H: -3.69036 -0.68525 2.95701  0.238
H: -1.12451 0.20857 -0.64606  0.382
H: -2.78900 -0.41969 4.44387  0.385
H: 1.44934 -6.88902 -2.19704  0.304
H: 5.10056 5.01054 1.59289  0.274
H: -2.27711 2.20303 -0.09839  0.383
H: -2.66274 -0.36612 -0.01890  0.414
H: 1.38053 3.18358 3.22497  -0.045
H: -1.07413 1.99941 1.13437  0.121
H: 4.72528 6.68834 1.22092  0.411
H: 0.25701 -4.37877 -5.46343  0.217
H: 3.29891 3.19236 0.07857  0.456
H: 3.93829 3.07038 3.80994  0.241
H: -4.49058 0.33495 1.10853  0.229
H: -1.23666 -3.96820 -2.64666  -0.136
H: 2.27507 6.21976 1.64608  0.346
H: -5.42376 2.93627 2.43629  0.332
H: 1.49716 4.89496 3.42118  0.452
H: -5.47823 1.32619 3.17886  0.294
H: 0.78336 -5.40082 -0.43575  0.408
H: 2.06863 -4.58325 -1.39743  0.444
H: 2.78919 3.45395 5.08494  0.413
H: 0.83927 -1.37431 -4.81051  0.313
H: 4.19467 2.94059 1.56987  0.248
H: 2.94382 5.48349 0.22455  0.408
H: 3.02402 0.90527 0.78150  0.476
H: -1.92105 -0.76070 2.95954  0.274
H: -1.19883 -0.43553 0.97941  0.176
H: 1.46241 1.71793 0.90787  0.140
H: 2.41695 1.37552 2.36412  0.303
H: -0.26070 -6.47127 -2.47877  0.413
H: 4.40877 6.07339 2.83148  0.211
H: 3.73193 4.74139 4.35944  0.273
H: -3.36288 1.77228 3.82461  0.387
H: -4.54110 1.91353 0.33587  0.429
H: -1.18287 -0.95134 -3.02601  0.308
H: -1.70507 1.62398 3.36543  0.119
H: -3.02440 -4.57132 -4.59038  0.244
H: -2.10686 -4.55613 -6.20637  0.318
H: -6.46500 1.67764 1.76569  0.437
H: 1.79681 -4.62208 -3.83775  0.195